Computed, not measured: a single C6H7P molecule in a non-equilibrium geometry, with the ωB97M-V functional and the def2-TZVPD basis.

The geometry in ORCA input format:
```
! RIJCOSX wB97M-V def2-TZVPD def2/J DEFGRID3
* xyz 0 1
C 1.974 -0.374 -0.142
C 0.688 -0.218 0.502
C 2.349 0.204 -1.325
C -2.754 -0.343 0.635
C -1.683 0.406 0.667
C -0.457 0.097 -0.073
P 1.578 1.092 -2.600
H 2.695 -0.739 0.532
H 0.783 -0.226 1.590
H 3.419 0.173 -1.290
H -3.510 -0.292 1.380
H -2.712 -1.226 0.043
H -1.780 1.243 1.249
H -0.590 0.204 -1.167
*
```

## Properties
Maximum force ... 0.05369 hartree/bohr
HOMO level (alpha / beta) ... -7.77 / -7.67 eV
Gap between HOMO and LUMO (alpha / beta) ... 6.393 / 6.175 eV
LUMO energy (alpha / beta) ... -1.4 / -1.5 eV
Relative energy (zero: lowest compared OMol25 entry of this formula, charge and spin) ... 426.4 kJ/mol

Results of the Löwdin charge analysis, in e, for atoms 1 through 4:
1. C -0.1862
2. C -0.1323
3. C -0.6080
4. C 0.0126

=====

Computed, not measured: a molecular structure, C2H3FORh in a non-equilibrium geometry, with the ωB97M-V functional and the def2-TZVPD basis.

The geometry in ORCA input format:
```
! RIJCOSX wB97M-V def2-TZVPD def2/J DEFGRID3
* xyz 2 6
H -1.530 1.041 1.212
O 1.130 -1.281 -0.009
C -0.095 -0.885 -0.058
C -0.443 0.451 -0.107
H -0.904 -1.627 -0.046
H -1.232 0.862 -0.733
F 0.696 1.296 -0.100
Rh 2.378 0.143 -0.158
*
```

## Properties
Maximum force ... 0.09178 hartree/bohr
HOMO level (alpha / beta) ... -18.61 / -23.10 eV
⟨S²⟩ ... 8.76
Gap between HOMO and LUMO (alpha / beta) ... 7.369 / 8.550 eV
LUMO energy (alpha / beta) ... -11.2 / -14.6 eV
Relative energy (zero: lowest compared OMol25 entry of this formula, charge and spin) ... 118.2 kJ/mol

Results of the Löwdin charge analysis, in e, for atoms 1 through 4:
1. H 0.2695
2. O -0.0816
3. C -0.1057
4. C 0.0353

=====

Computed, not measured: a gas-phase ion, C4H9NO2 (charge -1) in a non-equilibrium geometry, with the ωB97M-V functional and the def2-TZVPD basis.

The geometry in ORCA input format:
```
! RIJCOSX wB97M-V def2-TZVPD def2/J DEFGRID3
* xyz -1 2
C 0.349 1.451 -0.160
O 0.064 1.628 1.231
C -0.946 0.879 -0.859
C -1.314 -0.552 -0.447
C 0.136 -1.066 0.018
N 1.049 -1.589 -0.902
O 0.427 -1.056 1.266
H 0.634 2.441 -0.641
H 1.319 0.868 -0.472
H 0.832 1.502 1.760
H -1.783 1.506 -0.660
H -0.644 0.947 -1.963
H -1.966 -0.499 0.446
H -1.922 -1.206 -1.044
H 0.958 -1.249 -1.864
H 1.954 -2.040 -0.531
*
```

## Properties
Maximum force ... 0.06984 hartree/bohr
HOMO level (alpha / beta) ... 1.56 / -4.90 eV
⟨S²⟩ ... 0.75
Gap between HOMO and LUMO (alpha / beta) ... 2.390 / 8.999 eV
LUMO energy (alpha / beta) ... 3.9 / 4.1 eV
Relative energy (zero: lowest compared OMol25 entry of this formula, charge and spin) ... 233.3 kJ/mol

Results of the Löwdin charge analysis, in e, for atoms 1 through 4:
1. C -0.3268
2. O -0.1531
3. C -0.2648
4. C -0.1814

=====

Computed, not measured: a molecular structure, C26H24Cl5NOP2Re in a non-equilibrium geometry, with the ωB97M-V functional and the def2-TZVPD basis.

The geometry in ORCA input format:
```
! RIJCOSX wB97M-V def2-TZVPD def2/J DEFGRID3
* xyz 2 4
C -2.141 2.360 -2.662
C -1.917 1.129 -2.099
C -0.572 0.608 -2.279
C 0.475 1.622 -2.151
C 0.218 2.882 -2.726
C -1.085 3.160 -3.097
C 1.641 1.181 -1.545
C 2.086 -0.093 -1.859
C 1.039 -1.086 -2.042
C 1.395 -2.416 -1.594
C 2.704 -2.782 -1.770
C 3.683 -1.850 -2.114
C 3.423 -0.496 -2.067
H -3.161 2.689 -2.703
H 1.079 3.531 -2.920
H -1.299 4.075 -3.623
H 2.309 1.883 -1.062
H 2.937 -3.808 -1.571
H 4.676 -2.196 -2.322
H 4.175 0.285 -2.220
N -0.190 -0.676 -2.451
Re -0.146 -0.124 1.292
C -2.823 0.351 -1.228
H -2.946 -0.684 -1.575
H -3.799 0.822 -1.230
C 0.322 -3.166 -0.886
H -0.571 -3.281 -1.516
H 0.700 -4.155 -0.668
P -2.293 0.211 0.641
P -0.289 -2.441 0.779
C 0.639 -3.441 2.013
H 0.508 -3.015 3.017
H 0.249 -4.468 2.026
H 1.706 -3.463 1.767
C -1.841 -3.425 0.828
H -1.623 -4.495 0.931
H -2.462 -3.141 1.683
H -2.420 -3.288 -0.090
C -3.075 1.692 1.383
H -4.106 1.809 1.019
H -3.089 1.557 2.476
H -2.474 2.576 1.136
C -3.704 -0.899 1.125
H -3.570 -1.225 2.166
H -4.664 -0.364 1.075
H -3.789 -1.788 0.491
C -0.797 -0.426 3.078
O -1.090 -0.595 4.199
H 0.627 0.518 0.083
Cl 2.321 -0.654 1.728
C 2.137 1.077 2.118
C 0.889 1.647 1.851
C 0.842 3.011 1.528
Cl -0.475 3.656 0.630
C 1.966 3.811 1.762
Cl 1.930 5.459 1.340
C 3.172 3.244 2.255
Cl 4.542 4.192 2.539
C 3.265 1.845 2.404
Cl 4.755 1.059 2.708
*
```

## Properties
Maximum force ... 0.12666 hartree/bohr
HOMO level (alpha / beta) ... -14.11 / -14.09 eV
⟨S²⟩ ... 3.81
Gap between HOMO and LUMO (alpha / beta) ... 6.557 / 4.973 eV
LUMO energy (alpha / beta) ... -7.6 / -9.1 eV

Results of the Löwdin charge analysis, in e, for atoms 1 through 4:
1. C 0.0098
2. C -0.1867
3. C -0.1643
4. C -0.1626

=====

Computed, not measured: a molecular structure, C26H35AsCl2CrN6O2 in a non-equilibrium geometry, with the ωB97M-V functional and the def2-TZVPD basis.

The geometry in ORCA input format:
```
! RIJCOSX wB97M-V def2-TZVPD def2/J DEFGRID3
* xyz 0 5
Cr -0.580 0.609 0.566
Cl 0.709 -2.470 4.431
C -0.638 -2.454 3.417
C -1.753 -3.227 3.837
C -2.824 -3.426 2.988
Cl -3.977 -4.609 3.451
C -2.894 -2.773 1.777
C -3.963 -2.962 0.830
C -3.950 -2.229 -0.358
C -2.952 -1.233 -0.548
N -1.999 -1.047 0.367
C -1.892 -1.827 1.485
C -0.762 -1.585 2.311
O 0.184 -0.682 1.949
H -1.698 -3.824 4.767
H -4.687 -3.744 1.066
H -4.683 -2.304 -1.148
H -3.101 -0.556 -1.417
C 2.903 3.693 1.708
As 1.884 2.112 2.109
C 3.265 0.735 2.155
C 1.100 2.581 3.823
O 0.793 1.998 0.740
H 3.569 3.888 2.528
H 2.156 4.468 1.528
H 3.450 3.543 0.732
H 3.833 0.790 1.228
H 2.774 -0.229 2.233
H 3.948 0.835 3.016
H 0.863 3.642 3.834
H 1.801 2.322 4.598
H 0.224 1.994 4.053
C 4.315 -2.576 -0.423
C 3.265 -3.647 -0.784
C 2.420 -4.161 0.416
C 2.272 -3.333 -1.927
N 1.450 -2.174 -1.720
C 1.478 -1.200 -0.812
N 0.508 -0.365 -1.094
N -0.185 -0.905 -2.133
N 0.369 -2.001 -2.561
H 5.026 -3.053 0.259
H 3.830 -1.620 -0.017
H 4.884 -2.222 -1.287
H 3.835 -4.504 -1.208
H 1.653 -3.401 0.592
H 2.987 -4.355 1.355
H 1.916 -5.109 0.157
H 1.547 -4.171 -1.929
H 2.785 -3.238 -2.882
H 2.144 -1.127 0.046
C 0.566 3.585 -3.983
N -0.584 3.014 -3.302
C -1.330 1.995 -4.036
C -0.381 2.693 -1.888
C -1.764 2.717 -1.207
C -2.788 3.529 -1.693
C -4.049 3.407 -1.225
C -4.281 2.714 -0.027
C -3.213 2.075 0.591
C -1.995 1.915 -0.100
H 0.205 3.975 -4.940
H 1.272 2.848 -4.356
H 1.116 4.367 -3.502
H -1.197 0.992 -3.625
H -1.056 1.965 -5.124
H -2.414 2.236 -4.050
H 0.368 3.394 -1.534
H 0.111 1.726 -1.775
H -2.523 4.114 -2.599
H -4.961 3.798 -1.694
H -5.257 2.564 0.470
H -3.449 1.513 1.494
*
```

## Properties
Maximum force ... 0.06869 hartree/bohr
HOMO level (alpha / beta) ... -6.11 / -7.05 eV
⟨S²⟩ ... 6.02
Gap between HOMO and LUMO (alpha / beta) ... 6.264 / 7.148 eV
LUMO energy (alpha / beta) ... 0.2 / 0.1 eV
Relative energy (zero: lowest compared OMol25 entry of this formula, charge and spin) ... 0.0 kJ/mol

Results of the Löwdin charge analysis, in e, for atoms 1 through 4:
1. Cr 0.6072
2. Cl 0.7123
3. C -0.6383
4. C -0.1290

=====

Computed, not measured: 3 unconnected molecules or ions with the total composition C7H9NO in a non-equilibrium geometry, with the ωB97M-V functional and the def2-TZVPD basis.

The geometry in ORCA input format:
```
! RIJCOSX wB97M-V def2-TZVPD def2/J DEFGRID3
* xyz 0 1
C -0.891 2.150 2.288
C 0.280 0.878 0.668
C 1.155 0.027 0.191
C 0.993 -0.473 -1.213
C 0.897 -1.870 -1.355
C -0.268 -1.228 -1.679
C -1.606 -1.492 -1.112
H -1.455 1.253 3.288
H -1.433 2.484 1.187
H -0.308 3.391 2.868
H -0.623 1.232 0.249
H 1.939 -0.408 0.787
H 1.589 0.296 -1.878
H 1.380 -2.359 -2.304
H 0.864 -2.641 -0.543
H -0.189 -1.351 -2.849
N -2.620 -1.354 -0.485
O 0.297 1.465 1.894
*
```

## Properties
Maximum force ... 0.18525 hartree/bohr
HOMO level ... -8.87 eV
Gap between HOMO and LUMO ... 9.502 eV
LUMO energy ... 0.6 eV
Relative energy (zero: lowest compared OMol25 entry of this formula, charge and spin) ... 776.8 kJ/mol

Results of the Löwdin charge analysis, in e, for atoms 1 through 4:
1. C -0.1376
2. C -0.1790
3. C -0.0519
4. C -0.2305